1.
{"formula": "C32H56Br10O18", "method": "the ωB97M-V functional and the def2-TZVPD basis", "species": ["C", "C", "C", "O", "C", "O", "O", "H", "H", "H", "H", "H", "H", "C", "C", "C", "O", "C", "O", "O", "H", "H", "H", "H", "H", "H", "C", "C", "C", "O", "C", "O", "O", "H", "H", "H", "H", "H", "H", "C", "C", "C", "O", "C", "O", "O", "H", "H", "H", "H", "H", "H", "C", "O", "C", "O", "O", "C", "H", "H", "H", "H", "H", "H", "C", "O", "C", "O", "O", "C", "H", "H", "H", "H", "H", "H", "Br", "C", "C", "Br", "H", "H", "H", "H", "Br", "C", "C", "Br", "H", "H", "H", "H", "Br", "C", "C", "Br", "H", "H", "H", "H", "Br", "C", "C", "Br", "H", "H", "H", "H", "Br", "C", "C", "Br", "H", "H", "H", "H"], "positions_angstrom": [[0.153, 0.855, -0.813], [0.579, -0.371, -1.644], [1.703, -0.197, -2.610], [2.456, -1.335, -2.261], [2.075, -2.001, -1.182], [2.573, -2.893, -0.524], [0.996, -1.394, -0.730], [-0.598, 0.618, -0.059], [-0.339, 1.575, -1.468], [0.991, 1.330, -0.304], [-0.306, -0.819, -2.097], [2.240, 0.735, -2.433], [1.359, -0.142, -3.643], [-0.633, 8.813, -6.994], [0.537, 8.690, -5.932], [0.116, 8.419, -4.485], [0.992, 7.360, -4.064], [1.659, 6.824, -5.085], [2.344, 5.851, -4.993], [1.290, 7.479, -6.242], [-0.233, 9.147, -7.952], [-1.324, 9.642, -6.838], [-1.197, 7.895, -7.157], [1.136, 9.600, -5.983], [-0.905, 8.039, -4.462], [0.166, 9.350, -3.919], [5.229, 2.830, 2.892], [4.662, 3.137, 4.288], [4.986, 4.541, 4.800], [3.756, 4.852, 5.478], [2.747, 4.129, 4.902], [1.560, 4.503, 4.880], [3.257, 3.102, 4.223], [4.626, 2.080, 2.379], [6.249, 2.470, 2.754], [5.176, 3.740, 2.295], [5.049, 2.382, 4.973], [5.262, 5.251, 4.021], [5.759, 4.544, 5.569], [-1.949, -7.106, 4.878], [-1.163, -5.878, 5.344], [-1.055, -4.817, 4.302], [-1.149, -3.653, 5.159], [-1.676, -3.960, 6.276], [-2.022, -3.125, 7.127], [-1.836, -5.268, 6.387], [-3.013, -6.918, 4.735], [-1.743, -7.999, 5.469], [-1.604, -7.491, 3.919], [-0.187, -6.099, 5.777], [-1.914, -4.791, 3.632], [-0.175, -4.950, 3.672], [5.261, -2.373, 9.420], [5.971, -2.673, 8.301], [5.393, -3.169, 7.269], [4.210, -3.545, 7.139], [6.399, -3.220, 6.342], [6.079, -3.247, 4.996], [6.004, -2.196, 10.197], [4.691, -3.221, 9.802], [4.533, -1.577, 9.261], [5.723, -2.265, 4.683], [5.363, -4.029, 4.745], [6.963, -3.557, 4.439], [-5.430, -5.736, 0.149], [-4.693, -6.853, -0.351], [-3.713, -6.605, -1.165], [-3.304, -5.482, -1.538], [-3.128, -7.738, -1.538], [-1.904, -7.880, -2.216], [-4.757, -5.236, 0.846], [-6.230, -6.185, 0.738], [-5.737, -4.978, -0.570], [-2.118, -8.082, -3.265], [-1.438, -8.705, -1.678], [-1.252, -7.014, -2.105], [-1.759, -0.334, -11.630], [-0.469, 0.163, -10.125], [0.929, -0.417, -10.533], [2.162, -0.025, -8.976], [-0.757, -0.309, -9.186], [-0.470, 1.238, -9.941], [1.305, 0.026, -11.455], [0.946, -1.495, -10.689], [-6.143, 3.861, 6.236], [-4.610, 2.625, 6.553], [-4.124, 2.173, 5.128], [-5.361, 0.813, 4.240], [-4.875, 1.793, 7.206], [-3.806, 3.209, 7.002], [-3.142, 1.718, 5.260], [-3.910, 3.011, 4.465], [-4.544, 6.122, 0.218], [-5.595, 7.840, 0.129], [-5.514, 8.748, 1.329], [-3.746, 9.610, 1.254], [-6.621, 7.476, 0.079], [-5.462, 8.271, -0.863], [-5.539, 8.148, 2.239], [-6.279, 9.519, 1.240], [4.079, -6.372, -5.716], [6.033, -6.405, -5.196], [6.582, -5.091, -5.586], [8.472, -4.796, -4.982], [6.457, -7.201, -5.809], [6.255, -6.698, -4.170], [5.875, -4.399, -5.128], [6.500, -4.963, -6.665], [-8.573, -1.016, -2.445], [-6.917, 0.119, -2.641], [-6.133, -0.315, -3.846], [-4.777, 1.089, -4.353], [-6.420, -0.169, -1.715], [-7.248, 1.157, -2.678], [-6.741, -0.481, -4.735], [-5.609, -1.255, -3.671]], "forces_ev_per_a": [[-0.12, -0.19, -0.54], [-2.53, 0.61, 1.78], [-0.46, 0.41, 0.73], [3.09, -1.26, -2.32], [-0.13, -0.26, 2.61], [0.19, 0.93, -2.25], [-1.11, 0.59, 0.55], [0.12, -0.37, -0.05], [0.21, 0.18, -0.12], [0.11, -0.05, -0.15], [-0.10, 0.32, -0.40], [0.46, -0.20, 0.22], [0.26, -0.70, -0.05], [1.00, 0.47, 0.22], [-1.49, -0.85, -0.99], [-0.42, -0.22, -0.99], [-0.23, 1.08, 1.23], [-0.84, -0.24, -0.88], [-0.11, 0.81, -0.43], [0.70, 0.40, 0.26], [0.48, -0.51, -0.12], [-0.11, -0.09, 0.90], [0.18, -0.04, 0.30], [0.47, -0.32, -0.19], [-0.02, -0.04, 0.19], [0.38, -0.47, 0.51], [-0.48, 0.36, -0.65], [2.30, -0.62, -1.03], [-0.25, -0.80, 1.02], [-0.51, 0.26, -0.41], [-3.19, 2.65, -0.52], [3.89, -1.77, 0.53], [-0.73, -0.25, 0.05], [-0.24, 0.02, 0.19], [0.14, 0.08, 0.91], [-0.16, 0.03, -0.16], [-0.41, -0.06, 0.31], [-0.46, 0.14, -0.06], [0.07, -0.06, -0.19], [0.89, -0.74, -0.42], [0.03, -2.23, -0.77], [-0.65, 0.15, -0.01], [2.14, 1.24, -3.72], [-2.25, 2.77, 4.72], [0.89, -2.36, -2.05], [-1.32, -0.05, 1.57], [0.07, 0.14, 0.44], [-0.48, 0.30, 0.67], [0.27, 0.55, -0.42], [0.30, -0.50, -0.50], [-0.17, -0.03, 0.04], [0.29, 0.80, 0.44], [-1.36, -0.34, 2.47], [1.67, 0.37, -0.03], [-2.42, -1.64, -2.58], [3.35, 1.24, 0.25], [-0.49, -0.13, 1.39], [-0.48, -0.74, -1.39], [-0.20, 0.63, -0.09], [-0.16, -0.25, -0.28], [0.31, 0.27, 0.07], [-0.02, -0.10, -0.23], [-0.45, 0.21, 0.23], [0.23, 0.47, 0.19], [0.63, 0.27, 1.17], [-0.98, -0.50, -0.18], [3.14, 3.08, -2.13], [-1.36, -2.45, 1.08], [-1.68, -0.64, 1.05], [0.41, 0.46, 0.23], [-0.11, 0.23, 0.09], [-0.14, 0.23, -0.39], [-0.09, -0.57, -0.33], [0.28, -0.12, 0.09], [0.15, -0.17, -0.57], [-0.24, 0.19, -0.12], [0.88, 0.50, 1.29], [0.95, -1.21, -0.62], [-0.68, 0.76, 0.60], [-0.62, -0.21, -1.09], [-0.47, -0.19, -0.38], [0.00, -0.10, -0.60], [0.19, 0.31, 0.39], [-0.25, 0.14, 0.41], [0.53, -0.57, 0.57], [-0.04, 0.15, -2.13], [-0.06, -0.47, 1.15], [1.10, 1.29, 0.75], [-0.29, 0.21, -0.24], [-0.19, 0.08, -0.01], [-0.24, -0.63, -0.04], [-0.78, -0.06, -0.07], [-0.44, 1.28, 0.04], [-1.15, -1.29, -0.38], [1.34, -0.44, -0.85], [-0.31, 0.14, 0.33], [-0.06, -0.25, 0.19], [0.69, 0.22, 0.37], [-0.20, 0.41, 0.00], [0.14, -0.08, 0.30], [1.14, -0.15, 0.64], [0.22, -1.68, -0.67], [-0.40, 0.91, 0.06], [-1.31, -0.24, -0.38], [-0.19, -0.03, -0.04], [-0.81, 0.33, 0.14], [0.84, 0.76, 0.13], [0.49, 0.11, 0.13], [0.61, 0.49, -0.36], [-0.58, -0.67, 0.44], [0.27, -0.07, -0.62], [-0.71, -0.83, 0.40], [0.16, 0.64, -0.17], [0.06, -0.27, 0.12], [-0.01, 0.41, 0.12], [0.22, 0.29, 0.09]], "mulliken_charge": [-1.421, 0.377, -0.276, -0.357, 0.750, -0.594, -0.367, 0.356, 0.388, 0.342, 0.250, 0.260, 0.291, -1.354, 0.407, -0.393, -0.329, 0.668, -0.533, -0.358, 0.355, 0.387, 0.341, 0.224, 0.275, 0.310, -1.344, 0.493, -0.432, -0.325, 0.654, -0.573, -0.311, 0.318, 0.356, 0.343, 0.262, 0.274, 0.286, -1.393, 0.387, -0.341, -0.290, 0.691, -0.646, -0.332, 0.340, 0.341, 0.396, 0.302, 0.203, 0.340, -0.675, -0.279, 0.772, -0.571, -0.286, -0.630, 0.246, 0.320, 0.296, 0.261, 0.304, 0.242, -0.567, -0.291, 0.847, -0.629, -0.314, -0.605, 0.225, 0.226, 0.299, 0.248, 0.229, 0.330, -0.185, -0.616, -0.601, -0.174, 0.393, 0.402, 0.390, 0.392, -0.154, -0.563, -0.680, -0.139, 0.387, 0.358, 0.370, 0.422, -0.109, -0.706, -0.503, -0.151, 0.342, 0.415, 0.360, 0.351, -0.157, -0.607, -0.572, -0.175, 0.358, 0.413, 0.356, 0.385, -0.168, -0.552, -0.529, -0.173, 0.325, 0.385, 0.363, 0.350], "smiles": "C[C@H]1COC(=O)O1.C[C@H]1COC(=O)O1.C[C@H]1COC(=O)O1.C[C@H]1COC(=O)O1.COC(=O)OC.COC(=O)OC.BrCCBr.BrCCBr.BrCCBr.BrCCBr.BrCCBr", "total_charge": 0, "e_lumo_ev": 0.0183}

***

2.
{"formula": "C32H56F13N3O16SSi2", "method": "the ωB97M-V functional and the def2-TZVPD basis", "species": ["N", "C", "O", "Si", "C", "C", "C", "F", "F", "C", "F", "F", "C", "F", "F", "C", "F", "F", "S", "F", "F", "F", "F", "F", "O", "Si", "N", "O", "N", "C", "O", "H", "H", "H", "H", "H", "H", "H", "H", "O", "C", "O", "C", "C", "C", "H", "H", "H", "H", "H", "H", "H", "H", "O", "C", "O", "C", "C", "C", "H", "H", "H", "H", "H", "H", "H", "H", "O", "C", "O", "C", "C", "C", "H", "H", "H", "H", "H", "H", "H", "H", "O", "C", "O", "C", "C", "C", "H", "H", "H", "H", "H", "H", "H", "H", "O", "C", "O", "C", "C", "C", "H", "H", "H", "H", "H", "H", "H", "H", "O", "C", "O", "C", "C", "C", "H", "H", "H", "H", "H", "H", "H", "H"], "positions_angstrom": [[8.787, -3.696, -0.613], [7.689, -2.970, -0.597], [6.426, -2.238, -0.788], [6.271, -1.964, -2.516], [5.341, -3.449, -3.406], [3.772, -3.390, -2.910], [2.685, -3.748, -4.133], [3.452, -4.714, -5.011], [1.636, -4.551, -3.498], [2.272, -2.456, -5.007], [2.678, -2.794, -6.429], [3.283, -1.390, -4.634], [0.756, -1.933, -5.059], [-0.334, -2.881, -4.734], [0.483, -1.621, -6.523], [0.383, -0.517, -4.333], [-0.977, -0.165, -4.908], [1.230, 0.652, -4.783], [0.153, -0.515, -2.497], [-0.611, 1.050, -2.645], [1.653, 0.344, -2.341], [0.888, -2.020, -2.219], [-1.455, -1.197, -2.600], [-0.109, -0.401, -0.798], [7.903, -1.863, -3.217], [8.202, -0.281, -3.923], [9.013, 0.889, -2.766], [6.807, 0.464, -4.695], [9.445, -0.540, -5.248], [8.820, -1.427, -6.132], [8.224, -1.937, -7.232], [5.451, -0.768, -2.826], [5.839, -4.432, -2.994], [5.504, -3.261, -4.549], [3.482, -2.430, -2.309], [3.651, -4.297, -2.142], [9.272, 1.778, -3.278], [8.364, 1.104, -1.959], [6.547, 1.327, -4.233], [1.100, -6.186, -0.786], [0.287, -6.900, -1.366], [0.281, -8.238, -1.169], [-0.730, -9.135, -1.663], [-0.446, -9.536, -3.097], [-0.660, -6.311, -2.372], [-1.730, -8.711, -1.532], [-0.688, -10.028, -1.028], [-0.458, -8.673, -3.768], [-1.188, -10.258, -3.451], [0.550, -9.984, -3.179], [-0.140, -6.194, -3.328], [-0.984, -5.330, -2.012], [-1.567, -6.896, -2.521], [-0.087, 4.809, -0.315], [-1.109, 4.180, -0.056], [-1.665, 4.244, 1.175], [-2.943, 3.687, 1.528], [-2.820, 2.214, 1.863], [-1.714, 3.260, -1.078], [-3.685, 3.883, 0.747], [-3.282, 4.229, 2.418], [-2.467, 1.632, 1.008], [-3.785, 1.808, 2.181], [-2.093, 2.064, 2.668], [-1.173, 2.309, -1.068], [-1.616, 3.723, -2.064], [-2.777, 3.076, -0.933], [-3.265, 0.015, 3.525], [-3.936, -0.282, 4.508], [-5.234, 0.090, 4.595], [-6.147, -0.351, 5.616], [-6.014, 0.497, 6.865], [-3.306, -0.991, 5.673], [-6.027, -1.420, 5.815], [-7.154, -0.226, 5.204], [-5.015, 0.418, 7.303], [-6.746, 0.191, 7.619], [-6.172, 1.554, 6.628], [-2.786, -0.259, 6.299], [-2.584, -1.718, 5.289], [-4.011, -1.555, 6.282], [7.255, 2.950, -0.355], [8.122, 3.083, 0.504], [9.108, 2.166, 0.636], [10.257, 2.313, 1.488], [9.935, 1.897, 2.910], [8.056, 4.221, 1.482], [10.664, 3.327, 1.426], [11.028, 1.646, 1.086], [9.155, 2.525, 3.348], [10.826, 1.962, 3.542], [9.561, 0.868, 2.932], [7.357, 3.964, 2.284], [7.695, 5.110, 0.957], [9.019, 4.491, 1.913], [-4.857, 5.903, 3.730], [-4.499, 6.969, 3.239], [-5.340, 8.028, 3.200], [-4.965, 9.359, 2.805], [-5.004, 9.510, 1.298], [-3.148, 7.093, 2.593], [-3.997, 9.638, 3.233], [-5.704, 10.034, 3.251], [-4.293, 8.841, 0.806], [-4.769, 10.538, 1.006], [-5.997, 9.253, 0.913], [-3.197, 6.687, 1.579], [-2.428, 6.515, 3.181], [-2.765, 8.112, 2.560], [-9.806, -1.933, 4.413], [-9.494, -1.950, 3.226], [-8.196, -2.035, 2.855], [-7.739, -2.233, 1.506], [-7.672, -0.916, 0.757], [-10.542, -1.789, 2.161], [-8.348, -2.982, 0.991], [-6.730, -2.653, 1.579], [-8.656, -0.448, 0.674], [-7.275, -1.065, -0.251], [-7.029, -0.206, 1.288], [-10.774, -0.726, 2.044], [-11.442, -2.325, 2.476], [-10.260, -2.208, 1.196]], "forces_ev_per_a": [[-10.10, 6.71, 0.35], [5.45, -4.24, -0.87], [4.65, -2.23, -0.62], [1.21, -1.70, -1.64], [0.16, 0.49, 0.98], [-0.23, -1.54, 0.40], [2.54, -2.78, 1.93], [-2.73, 2.75, 2.17], [2.15, 2.57, -2.40], [3.33, -0.45, -2.82], [-1.57, 1.23, 4.45], [-3.78, -2.85, -0.99], [-3.01, 0.47, -3.37], [4.00, 2.70, -0.56], [0.99, -0.83, 4.61], [-1.88, 3.09, -4.83], [4.43, -1.32, 1.98], [-2.69, -4.55, 1.69], [-1.76, 2.65, 4.56], [1.74, -3.41, 0.13], [-2.98, -2.47, 0.10], [-1.38, 2.93, -1.05], [3.95, 0.93, 0.06], [0.87, -0.26, -3.69], [-2.81, 3.10, 0.17], [0.79, 0.89, 0.24], [-1.92, -0.62, -1.25], [1.39, 0.26, 2.15], [-5.13, -6.03, -4.24], [-0.95, 2.54, -4.04], [4.94, 3.53, 9.13], [0.33, -0.01, 0.68], [-1.08, 1.75, -1.35], [-0.39, -0.65, 2.15], [0.41, -1.66, -1.48], [-0.03, 2.01, -1.81], [-0.53, -1.32, 0.96], [1.13, 0.07, -1.07], [0.60, -1.89, -0.92], [-1.27, -1.62, -0.80], [1.12, 1.01, 0.51], [0.24, 0.19, 0.53], [-0.02, -0.03, -0.22], [0.11, 0.08, -0.23], [-0.65, 0.19, 0.09], [0.14, 0.07, -0.07], [0.18, 0.34, 0.05], [-0.10, -0.08, 0.07], [0.09, 0.07, 0.07], [-0.19, 0.00, 0.10], [-0.09, -0.02, 0.17], [0.31, -0.09, -0.14], [0.13, -0.10, -0.13], [-1.72, -0.84, 0.83], [1.25, 0.52, -0.25], [0.48, 0.71, -0.23], [-0.11, -0.43, 0.13], [0.01, 0.14, -0.18], [-0.48, 0.17, -0.34], [0.14, -0.03, -0.05], [0.24, 0.06, -0.22], [-0.11, 0.02, 0.02], [0.28, 0.14, -0.04], [-0.26, 0.08, -0.10], [-0.18, 0.35, 0.11], [0.27, -0.15, 0.19], [0.08, -0.16, 0.15], [-1.57, -0.66, 1.62], [0.80, 0.46, -0.91], [0.32, -0.04, -0.74], [-0.15, 0.04, 0.31], [0.19, 0.16, 0.13], [0.03, -0.66, 0.12], [0.09, 0.14, -0.04], [0.35, -0.04, -0.18], [-0.11, -0.08, 0.01], [0.07, 0.02, -0.13], [-0.07, -0.19, -0.01], [-0.07, -0.11, -0.11], [0.02, 0.35, 0.01], [-0.02, 0.21, 0.08], [1.69, -0.28, 1.12], [-1.04, -0.16, -0.67], [-0.32, 0.01, -0.68], [0.09, -0.02, 0.28], [-0.21, -0.02, 0.17], [0.28, 0.60, -0.08], [-0.18, -0.06, 0.02], [-0.36, 0.10, -0.17], [0.15, 0.02, -0.02], [-0.09, -0.02, -0.11], [0.16, 0.13, -0.07], [0.09, 0.04, -0.14], [-0.18, -0.29, 0.10], [-0.07, -0.17, 0.13], [0.20, 2.01, -0.74], [-0.30, -1.38, 0.37], [-0.26, -0.30, 0.50], [0.08, 0.03, -0.21], [0.03, -0.13, -0.23], [0.52, 0.24, 0.33], [-0.05, -0.15, -0.10], [0.05, -0.38, 0.07], [0.01, 0.14, 0.08], [-0.04, -0.11, 0.06], [0.10, 0.12, 0.14], [0.07, 0.05, 0.16], [-0.23, -0.11, -0.27], [-0.11, -0.02, -0.19], [1.03, -0.07, -1.96], [-0.51, 0.23, 1.44], [0.00, -0.28, 0.61], [0.00, 0.18, -0.21], [-0.09, 0.26, 0.00], [-0.34, -0.49, -0.33], [-0.06, 0.14, 0.10], [-0.25, 0.07, 0.29], [0.06, -0.12, -0.07], [-0.03, 0.00, 0.13], [0.00, -0.20, -0.07], [0.03, -0.17, 0.03], [0.14, 0.30, 0.12], [0.09, 0.20, -0.01]], "mulliken_charge": [-0.444, 0.454, -0.289, 0.455, -0.335, -0.963, 0.463, -0.332, -0.185, 0.722, -0.321, -0.196, 0.301, -0.206, -0.306, 0.720, -0.266, -0.223, 1.274, -0.331, -0.349, -0.178, -0.338, -0.311, -0.260, 0.676, -0.450, -0.559, -0.404, 0.589, -0.468, -0.103, 0.426, 0.317, 0.284, 0.409, 0.242, 0.131, 0.348, -0.576, 0.710, -0.349, -0.381, -0.922, -0.767, 0.353, 0.298, 0.264, 0.347, 0.293, 0.143, 0.267, 0.345, -0.621, 0.630, -0.377, -0.165, -0.866, -0.624, 0.353, 0.233, 0.128, 0.246, 0.296, -0.014, 0.376, 0.344, -0.556, 0.852, -0.392, -0.160, -1.098, -1.126, 0.364, 0.166, 0.292, 0.367, 0.316, 0.265, 0.321, 0.367, -0.556, 0.871, -0.335, -0.427, -0.966, -1.147, 0.356, 0.343, 0.274, 0.355, 0.305, 0.279, 0.311, 0.342, -0.570, 0.762, -0.359, -0.399, -0.908, -0.859, 0.369, 0.291, 0.252, 0.344, 0.292, 0.149, 0.322, 0.357, -0.587, 0.802, -0.358, -0.410, -0.898, -0.988, 0.358, 0.320, 0.275, 0.364, 0.241, 0.252, 0.307, 0.338], "total_charge": 0, "e_lumo_ev": -2.9364}

***

no.,Kohn-Sham gap (eV)
1,9.88
2,6.88